No. 1
Density functional theory data (ωB97M-V/def2-TZVPD) for a molecular structure, C18H21IrN6O2SSe.

CARTESIAN COORDINATES (ANGSTROEM)
Ir -0.0585 0.0547 -0.2632
Se -5.0882 -0.1392 -0.5884
S -0.0044 -2.4616 -0.3182
O -0.1709 -0.7895 -3.1545
O 0.1660 2.8257 0.5104
N 0.1615 0.0311 1.7888
N -2.5326 -2.8629 -1.1072
N -2.1798 -2.7857 1.1515
N -0.1172 0.2656 -2.2566
N 0.0617 2.0536 -0.4656
N -2.1769 0.1655 -0.2058
C -0.0994 1.4691 -2.7217
C -0.6530 0.1152 4.0201
C 3.8177 -0.1429 1.4242
C 4.2396 -0.1411 -0.9338
C 1.4372 -0.0163 2.2295
C -0.1545 1.7825 -4.1789
C 0.0571 3.9614 -1.9771
C 0.6516 0.0599 4.4955
C -0.8525 0.1063 2.6565
C 2.8766 -0.0715 -1.1877
C -1.7030 -2.7196 -0.0808
C 2.4499 -0.0697 1.1697
C -3.3265 0.1060 -0.3640
C 4.7149 -0.1793 0.3718
C -3.5851 -2.9487 1.4882
C 1.6969 -0.0017 3.5980
C 0.0018 2.4954 -1.7127
C 1.9521 -0.0378 -0.1459
H -0.3329 0.8860 -4.7636
H -4.1860 -2.1395 1.0670
H -0.8803 4.4466 -1.6931
H -1.8390 0.1781 2.2182
H -1.4999 0.1840 4.6873
H -0.9503 2.5023 -4.3696
H 0.7859 2.2338 -4.4995
H -3.6814 -2.9301 2.5698
H 2.5329 -0.0461 -2.2157
H -3.9587 -3.9063 1.1207
H 0.8490 0.0792 5.5593
H 4.9385 -0.1671 -1.7611
H -2.1606 -2.6593 -2.0208
H -3.5293 -2.7070 -0.9954
H 2.7181 -0.0282 3.9475
H 5.7777 -0.2359 0.5657
H 0.0435 -1.5507 -2.5853
H 0.2534 4.1695 -3.0271
H -1.4975 -2.6766 1.8836
H 4.1927 -0.1702 2.4398
H 0.8420 4.4129 -1.3695

The calculation puts the LUMO energy at 0.06 eV. As for the energy above the lowest of the compared OMol25 structures with the same formula, charge and spin: 0.0 kcal per mole.

Charges computed using Mulliken, reported in e:
1 Ir 0.702
2 Se -0.230
3 S -0.457
4 O -0.622
5 O -0.817
6 N 0.157
7 N -0.298
8 N 0.016
9 N 0.598
10 N 0.708
11 N -0.535
12 C 0.823
13 C -0.893
14 C -0.555
15 C -0.799
16 C 1.036
17 C -1.753
18 C -1.612
19 C -0.359
20 C -0.177
21 C -0.701
22 C 0.236
23 C 0.859
24 C -0.054
25 C -0.892
26 C -0.908
27 C -1.178
28 C 0.084
29 C 0.069
30 H 0.418
31 H 0.186
32 H 0.277
33 H 0.546
34 H 0.455
35 H 0.397
36 H 0.335
37 H 0.333
38 H 0.402
39 H 0.327
40 H 0.426
41 H 0.416
42 H 0.273
43 H 0.214
44 H 0.390
45 H 0.387
46 H 0.359
47 H 0.424
48 H 0.287
49 H 0.355
50 H 0.349

No. 2
Density functional theory data (ωB97M-V/def2-TZVPD) for 2 unconnected molecules or ions with the total composition C38H56O6 at a distorted geometry.

CARTESIAN COORDINATES (ANGSTROEM)
O 2.6513 1.4888 -1.6806
O -2.2552 2.3818 1.1719
O 1.7075 8.8813 -3.4539
O 0.5852 0.9834 4.6122
O 6.8699 7.6357 -2.9005
O -4.0923 0.7025 1.0279
C -3.2232 0.2099 3.8966
C 0.8513 0.5326 3.2349
C 4.6836 6.8647 -3.2760
C -3.7889 -3.8407 -0.0367
C 3.8830 9.6417 -3.0009
C 6.1562 10.3124 -2.5174
C 2.2672 2.3796 -0.5419
C -0.7104 -10.3148 1.6604
C 5.0978 5.5325 -3.4038
C 4.1558 4.5268 -3.6248
C -0.3461 -7.5395 0.0010
C -1.8372 -0.0109 4.8057
C -0.9370 -11.8491 2.2352
C -2.1773 1.0003 -0.9685
C 4.3949 11.9678 -2.5586
C -3.5731 -1.0509 2.9174
C 2.9047 0.1151 -1.2088
C 5.7370 11.6368 -2.3744
C 2.8014 4.8464 -3.7173
C 0.6285 2.1649 -0.2934
C -1.3439 -6.8982 1.1485
C -1.7147 2.3697 -1.7445
C -3.4111 -5.3670 0.5098
C -0.8615 1.3254 4.7193
C 3.4668 10.9734 -2.8712
C 5.2277 9.3130 -2.8367
C -1.7825 -5.3415 0.8248
C -5.0678 -1.5941 0.8093
C 5.6821 7.9176 -2.9999
C 2.3885 6.1753 -3.6079
C -2.8651 1.3712 0.4923
C -0.3059 -10.2870 0.0398
C -0.9999 -8.9403 -0.6374
C -3.7577 -0.6957 1.3325
C 2.8880 8.5919 -3.2964
C 3.3321 7.1871 -3.3930
C -4.8773 -3.2082 1.0214
C -0.1141 2.7155 -1.6477
H -1.6386 -4.7218 1.8095
H 0.7130 -7.7931 0.4447
H 1.9348 -0.4479 -0.8292
H -5.9267 -3.7047 0.7426
H -0.8281 -6.9432 2.2205
H -5.3332 -1.2678 -0.2917
H 0.8765 -10.2306 -0.0425
H -2.4172 3.2617 -1.3791
H 4.0692 13.0005 -2.4544
H -3.0564 0.5303 -1.6192
H -1.0425 2.0057 5.6769
H -3.6434 -6.1939 -0.2861
H -1.1981 -0.9256 4.4498
H 7.2065 10.0629 -2.3750
H 1.3300 6.4179 -3.6863
H -4.6875 -3.4977 2.1473
H -4.0981 0.2651 4.7057
H 1.1667 -0.6076 3.3051
H -1.0877 -12.5798 1.3208
H -4.4916 -1.6653 3.3417
H -1.9722 2.2177 -2.8977
H -2.6451 -1.7987 2.9881
H -1.8806 -11.8092 2.9471
H 3.6697 0.0648 -0.2961
H -3.9730 -5.5183 1.5370
H -0.0195 -12.1345 2.9146
H 6.4588 12.4104 -2.1213
H 4.4786 3.4923 -3.7193
H -0.2227 -6.7270 -0.8575
H -2.7964 -1.1003 0.7627
H 2.4198 11.2386 -3.0088
H 1.7098 1.1284 2.6927
H -1.3465 0.1737 -0.9046
H -4.2025 -3.9565 -1.1413
H 2.5249 3.4750 -0.8997
H 0.3601 2.7798 0.6895
H -2.8197 -3.1776 -0.0642
H 6.1527 5.2748 -3.3271
H -2.1781 -8.9195 -0.5261
H 0.3744 2.3562 -2.6567
H -0.0067 3.9018 -1.6295
H 2.9048 2.0408 0.3937
H -0.7720 -8.9608 -1.8012
H -1.7553 -9.7415 1.7279
H -5.9905 -1.2762 1.4943
H 0.4907 1.0186 -0.0876
H -1.0924 2.0180 3.7929
H -0.0813 0.5660 2.5195
H -0.7150 -11.2992 -0.4171
H -2.1068 -0.1274 5.9618
H -3.0850 1.2432 3.3684
H 2.0659 4.0611 -3.8769
H 0.0393 -9.6965 2.3132
H 3.3355 -0.5315 -2.1135
H -2.3067 -7.5944 1.2378
H -1.1833 -4.8639 -0.0657

The calculation puts the LUMO energy at -1.00 eV. As for the SMILES: CCCCCCCCCCC[C@H](CCCCOC)OC(=O)CCCCCOC.O=C1c2ccccc2C(=O)c2ccccc21.

Atom charges from the Mulliken analysis, given in e for atoms 1 to 99:
1 O -0.241
2 O -0.519
3 O -0.676
4 O -0.434
5 O -0.674
6 O -0.395
7 C -0.504
8 C -0.243
9 C 0.206
10 C -0.216
11 C 0.190
12 C -0.544
13 C -0.505
14 C -0.050
15 C -0.608
16 C -0.563
17 C -0.459
18 C -0.400
19 C -0.842
20 C -0.357
21 C -0.453
22 C -0.464
23 C -0.598
24 C -0.459
25 C -0.371
26 C 0.172
27 C -0.509
28 C -0.715
29 C -0.573
30 C -0.358
31 C -0.540
32 C 0.177
33 C -0.412
34 C -1.010
35 C 0.613
36 C -0.606
37 C 0.400
38 C -0.673
39 C -0.714
40 C 0.746
41 C 0.521
42 C 0.301
43 C -0.496
44 C -0.429
45 H 0.036
46 H 0.286
47 H 0.176
48 H 0.292
49 H 0.323
50 H 0.271
51 H 0.221
52 H 0.326
53 H 0.389
54 H 0.341
55 H 0.316
56 H 0.263
57 H 0.226
58 H 0.449
59 H 0.473
60 H 0.283
61 H 0.309
62 H 0.261
63 H 0.243
64 H 0.280
65 H 0.332
66 H -0.047
67 H 0.257
68 H 0.276
69 H 0.277
70 H 0.224
71 H 0.391
72 H 0.430
73 H 0.319
74 H -0.002
75 H 0.451
76 H 0.113
77 H 0.279
78 H 0.290
79 H 0.211
80 H 0.210
81 H 0.026
82 H 0.455
83 H 0.323
84 H 0.167
85 H 0.189
86 H 0.268
87 H 0.286
88 H 0.043
89 H 0.269
90 H -0.107
91 H 0.215
92 H -0.005
93 H 0.357
94 H 0.283
95 H 0.307
96 H 0.436
97 H 0.250
98 H 0.230
99 H 0.197

The calculation returns the following gap between HOMO and LUMO values, one per record and in order: 0.2819; 0.3142 hartree.